[1]
Density functional theory data (the ωB97M-V functional and the def2-TZVPD basis) for a molecular structure, C26H12N7O10PtS.

Output
- E_HOMO (eV) = -4.20
- total charge = -1
- orbital gap (eV) = 3.64

Each line ends with the Löwdin charge.
CARTESIAN COORDINATES (ANGSTROEM)
H: -2.917 2.728 4.218  0.117
C: -3.103 2.300 3.247  0.004
C: 4.036 0.387 -2.180  -0.112
H: -3.734 -1.226 -3.844  0.118
C: 5.502 -3.181 1.762  -0.739
C: -5.616 2.261 0.479  -0.293
C: -4.269 2.597 2.559  0.023
H: 1.292 -3.747 -0.444  0.101
C: 1.785 -0.305 -1.706  -0.085
O: -0.167 -1.486 -0.993  -0.223
N: -6.659 3.022 0.777  -0.218
C: 1.135 -0.613 2.743  -0.608
C: -3.588 0.569 -0.484  -0.118
C: 2.802 1.471 -0.448  -0.114
N: 5.231 0.295 -2.973  -0.350
N: -2.560 -0.244 -0.882  -0.052
C: 1.879 -3.238 0.307  -0.147
C: -2.164 1.440 2.681  -0.050
H: 3.759 -1.339 3.035  0.120
C: -4.471 2.031 1.306  -0.076
N: 1.275 -2.313 1.017  0.069
O: 5.272 -0.551 -3.848  0.088
C: -4.718 0.785 -1.319  -0.078
C: -5.732 1.653 -0.814  -0.297
C: 3.903 -2.849 1.489  -0.095
O: 1.493 -0.341 3.869  0.062
N: -2.332 0.883 1.496  -0.045
H: -1.844 -1.539 -2.308  0.111
Pt: -1.098 -0.292 0.451  1.281
N: -6.853 1.982 -1.438  -0.218
C: -2.653 -0.871 -2.044  -0.050
C: -3.467 1.168 0.785  -0.119
O: 5.846 -2.810 2.859  -0.019
C: 3.984 1.322 -1.155  0.104
O: 0.537 -1.798 -3.053  0.051
H: -5.610 0.317 -3.203  0.122
H: 0.775 0.813 -0.160  0.064
H: 3.713 -4.294 -0.084  0.103
C: 3.274 -1.890 2.243  0.040
S: -7.706 2.983 -0.473  1.019
C: 1.698 0.667 -0.725  0.058
C: 1.929 -1.663 1.944  -0.210
H: 4.846 1.933 -0.928  0.133
H: -5.018 3.260 2.963  0.122
C: 0.631 -1.258 -1.961  -0.617
C: -3.728 -0.697 -2.907  0.005
C: 3.222 -3.541 0.510  -0.015
C: -4.767 0.148 -2.552  0.024
O: 5.992 -3.735 0.804  -0.031
C: 2.946 -0.437 -2.458  0.103
H: -1.245 1.201 3.201  0.123
H: 2.989 -1.170 -3.250  0.135
O: 3.709 3.079 0.887  0.089
O: 0.149 -0.117 2.124  -0.218
O: 1.593 2.685 1.045  0.075
O: 6.128 1.087 -2.737  0.079
N: 2.697 2.478 0.571  -0.343

[2]
Density functional theory data (the ωB97M-V functional and the def2-TZVPD basis) for a molecular structure, C13H30O6P2ReSbSe4.

Output
- E_HOMO (alpha / beta) (eV) = -10.14 / -10.23
- ⟨S²⟩ = 3.80
- total charge = +1
- 2S+1 = 4
- orbital gap (alpha / beta) (eV) = 6.23 / 5.84

Each line ends with the Löwdin spin population.
CARTESIAN COORDINATES (ANGSTROEM)
C: -0.108 0.190 -0.938  0.005
C: 2.006 2.749 1.434  0.000
H: 2.868 -0.646 -0.231  0.000
H: -3.586 -1.889 1.141  0.004
O: 0.172 2.898 -1.423  0.001
C: 2.376 2.647 -2.510  0.000
C: 3.004 -1.621 0.238  0.000
H: 2.534 -4.359 0.488  0.000
C: 1.710 -2.400 0.279  0.000
H: 1.854 3.080 3.530  0.000
C: 0.921 3.006 -2.697  0.000
C: -1.897 -4.387 -0.608  0.000
C: -2.069 -3.183 0.282  0.000
H: 3.861 2.946 0.342  0.000
H: -3.977 -2.527 -0.465  0.001
H: 3.750 -2.179 -0.328  0.000
H: 0.823 4.066 -2.917  0.000
Se: -4.316 1.080 -0.441  0.149
Sb: -6.431 0.996 1.519  0.067
H: -2.380 -5.247 -0.145  0.000
H: 1.312 -2.551 -0.729  0.000
H: 0.856 -4.238 1.025  0.000
P: 0.157 1.848 -0.294  0.013
H: 2.903 2.833 -3.446  0.000
O: 0.730 -1.574 1.024  0.001
H: -2.363 -4.211 -1.577  0.000
O: -0.990 2.219 0.620  0.074
H: -0.856 2.425 -3.768  0.000
O: 1.517 1.741 0.444  0.003
H: 2.507 1.592 -2.258  0.000
H: 3.381 -1.467 1.249  0.000
C: 3.510 2.716 1.346  0.000
C: 1.470 2.373 2.794  0.000
Se: -7.054 -1.263 1.402  0.125
H: -0.981 0.255 -1.598  0.000
O: -1.297 -0.274 1.469  0.066
C: 0.208 2.193 -3.753  0.000
H: 0.383 2.406 2.825  0.000
Re: -2.709 1.209 1.144  2.176
O: -1.346 -2.061 -0.412  0.000
H: 0.344 1.121 -3.600  0.000
C: 1.814 -3.721 1.001  0.000
H: 0.623 2.440 -4.730  0.000
H: 3.926 3.454 2.031  0.000
H: 0.748 -0.158 -1.518  0.000
H: 3.883 1.732 1.635  0.000
H: -4.047 -3.576 0.956  0.000
H: 1.617 3.716 1.108  0.000
H: -1.562 -3.328 1.239  0.000
H: -0.844 -4.625 -0.760  0.000
Se: -4.229 1.165 2.951  0.161
Se: -7.485 3.074 1.422  0.140
P: -0.545 -0.988 0.359  0.011
H: 2.156 -3.567 2.024  0.000
H: 2.839 3.255 -1.735  0.000
H: 1.807 1.373 3.070  0.000
C: -3.500 -2.757 0.488  0.003